{"formula": "C4H7N2", "method": "ωB97M-V/def2-TZVPD", "elements": ["N", "C", "C", "C", "C", "N", "H", "H", "H", "H", "H", "H", "H"], "xyz": [[-1.289061, -1.239055, 0.415094], [-0.414150, -1.006044, -0.619977], [-0.508715, 0.142067, -1.534237], [0.458547, 0.288921, -0.326392], [1.042687, 1.004794, 0.496548], [1.792930, 1.744996, 1.273687], [-0.958504, -1.823548, 1.162359], [-2.212883, -0.729887, 0.469175], [0.232570, -1.868185, -0.999130], [-1.426738, 0.605010, -1.642402], [-0.012627, -0.128769, -2.541731], [2.860289, 1.670263, 1.120483], [1.405573, 2.151074, 2.150854]], "forces_ev_per_a": [[-1.84, 0.42, -0.73], [0.97, -1.43, 0.33], [2.72, -2.64, -0.85], [-0.71, 0.80, -1.78], [1.24, 1.15, 0.76], [0.88, -1.14, -0.42], [-0.46, 0.02, 0.10], [1.85, -1.06, 0.10], [-0.91, 1.22, 0.83], [-1.43, 1.65, 0.28], [-0.54, 0.93, 1.84], [-2.40, 0.50, 0.54], [0.62, -0.43, -1.01]], "relative_energy_kcal_mol": 93.24, "homo_ha": -0.4968, "smiles": "N[C@H]1CC1=C=[NH2+]", "max_force_ev_per_a": 3.9, "total_charge": 1, "homo_lumo_gap_ev": 9.29}

***

{"formula": "C4H7N2", "method": "ωB97M-V/def2-TZVPD", "elements": ["C", "C", "C", "C", "N", "N", "H", "H", "H", "H", "H", "H", "H"], "xyz": [[-0.678431, 1.491646, 0.269787], [1.869904, -0.613139, 0.204193], [-1.193378, -0.839075, 0.033633], [0.838571, -0.038266, -0.696079], [1.999748, 0.570343, 0.155945], [-0.419744, 0.290925, -0.092956], [0.222050, 2.136819, 0.199620], [-1.673977, 1.771444, 0.689913], [-1.160806, -1.278522, -0.888200], [2.218838, -1.554841, 0.575821], [-0.799224, -1.423250, 0.965268], [-2.266292, -0.493129, 0.352115], [1.042738, -0.020959, -1.769060]], "forces_ev_per_a": [[-0.66, 7.90, 2.69], [1.31, -2.00, 1.29], [-3.49, 0.50, 4.96], [-1.61, 2.94, -0.02], [0.15, 1.61, -0.69], [4.30, -6.73, -3.42], [-1.33, 0.08, 0.49], [1.16, -0.24, -0.70], [-0.34, -2.36, -2.13], [-0.02, -0.53, 0.22], [-0.68, 0.24, -1.79], [1.79, -0.96, -0.95], [-0.59, -0.45, 0.04]], "multiplicity": 3, "relative_energy_kcal_mol": 96.38, "homo_ha": [-0.4201, -0.5813], "max_force_ev_per_a": 8.7, "total_charge": 1, "s_squared": 2.008, "homo_lumo_gap_ev": [6.91, 6.09]}

***

{"formula": "C4H7N2", "method": "ωB97M-V/def2-TZVPD", "elements": ["C", "C", "C", "C", "N", "N", "H", "H", "H", "H", "H", "H", "H"], "xyz": [[-0.933166, 0.231030, 0.135820], [3.176280, 0.204761, 0.149562], [0.034505, -0.948188, -0.021726], [-2.389230, 0.437806, -0.008694], [0.039673, 1.097282, 0.163862], [0.776518, 0.213497, -0.514880], [3.378500, 1.258157, -0.150207], [3.580828, -0.747689, 0.497014], [0.520081, -1.274344, 0.911775], [-0.115966, -1.762408, -0.728323], [-2.825407, 0.041355, -1.061632], [-2.446526, 1.546043, 0.025913], [-2.796092, -0.297300, 0.601519]], "forces_ev_per_a": [[-1.18, -2.82, -0.13], [-0.53, 0.96, -0.37], [-0.27, -0.60, 0.12], [1.69, 0.83, -3.91], [1.70, 1.80, -0.77], [1.01, 0.83, 0.66], [-0.16, -1.24, 0.34], [-0.25, 0.41, -0.22], [-0.60, 0.10, -0.27], [-0.13, 0.05, 0.06], [1.41, 1.06, 1.95], [-1.21, -0.85, 0.59], [-1.47, -0.53, 1.96]], "multiplicity": 3, "relative_energy_kcal_mol": 124.20, "homo_ha": [-0.5130, -0.6084], "max_force_ev_per_a": 4.3, "total_charge": 1, "s_squared": 2.038, "homo_lumo_gap_ev": [7.47, 9.62]}

***

{"formula": "C4H7N2O", "method": "ωB97M-V/def2-TZVPD", "elements": ["C", "C", "C", "C", "N", "N", "O", "H", "H", "H", "H", "H", "H", "H"], "xyz": [[-1.351509, 0.302987, 0.847300], [-0.397565, -0.601369, -1.712340], [-0.314623, 0.644265, 1.944465], [0.768497, 0.290154, 0.830880], [-0.338331, 0.085197, 0.018305], [0.721944, -0.663733, -2.297404], [-2.521181, 0.281412, 0.652906], [-1.258263, -1.079730, -1.925948], [-0.366095, 1.614815, 2.115269], [-0.088711, -0.059029, 2.777496], [1.402986, 1.125006, 0.798231], [1.442195, -0.435851, 1.136930], [0.769149, -1.396946, -2.995163], [1.531508, -0.107179, -2.190925]], "forces_ev_per_a": [[-2.31, 0.00, 1.28], [3.24, 3.99, 7.09], [1.10, -5.49, -1.03], [0.23, 1.96, 2.53], [1.12, -2.51, -7.94], [-1.63, -1.58, -1.12], [-0.29, 0.03, 0.31], [-2.71, -1.74, -0.93], [-0.04, 4.37, 1.32], [-1.13, 0.78, -0.33], [0.53, 1.74, -1.41], [0.59, -2.50, 0.09], [0.33, 0.20, -0.72], [0.95, 0.75, 0.85]], "relative_energy_kcal_mol": 112.63, "homo_ha": [-0.5241, -0.5241], "max_force_ev_per_a": 8.8, "total_charge": 1, "homo_lumo_gap_ev": [8.27, 8.27]}

***

{"formula": "C4H7N2O", "method": "ωB97M-V/def2-TZVPD", "elements": ["C", "C", "N", "C", "O", "C", "N", "H", "H", "H", "H", "H", "H", "H"], "xyz": [[2.660209, -0.342610, -0.077700], [1.402722, 0.073992, -0.207378], [1.107885, 1.396138, 0.001660], [0.013279, 1.965038, 0.035509], [-1.272523, 1.347645, -0.179880], [-1.552565, 0.200167, 0.297953], [-2.532591, -0.501945, -0.192797], [3.423245, 0.355220, 0.219333], [2.948963, -1.363094, -0.242237], [0.595413, -0.606469, -0.489428], [-0.101446, 3.031276, 0.145327], [-1.012194, -0.187402, 1.165528], [-3.072919, -0.146433, -0.975459], [-2.810157, -1.391507, 0.197961]], "forces_ev_per_a": [[-0.38, 0.13, 0.02], [0.32, -1.14, -0.19], [-0.28, 0.94, 0.31], [0.86, 0.46, 0.17], [-0.54, -0.16, -0.55], [-0.30, -0.65, 0.54], [0.10, 0.46, -0.10], [0.15, 0.17, 0.00], [-0.04, -0.27, -0.05], [0.25, -0.07, -0.09], [-0.33, 0.05, 0.02], [0.01, 0.04, -0.22], [0.07, -0.01, 0.01], [0.12, 0.05, 0.14]], "relative_energy_kcal_mol": 49.06, "homo_ha": -0.5037, "smiles": "C=C/N=C\\OC=[NH2+]", "max_force_ev_per_a": 1.2, "total_charge": 1, "homo_lumo_gap_ev": 9.16}

***

{"formula": "C4H7N2O", "method": "ωB97M-V/def2-TZVPD", "elements": ["O", "N", "C", "C", "N", "C", "C", "H", "H", "H", "H", "H", "H", "H"], "xyz": [[1.142687, 0.775944, 1.034092], [0.491661, -0.238655, 1.049610], [-0.852396, 0.051993, 1.180671], [-0.959337, 1.098681, -0.043578], [-0.006840, 1.129108, -0.828106], [0.669561, -0.017572, -1.196900], [0.714272, -1.074794, -0.001866], [-1.290604, 0.629724, 1.963828], [-1.682381, -0.720448, 0.927731], [-1.832753, 1.821708, 0.021502], [1.552456, 0.201647, -1.771157], [0.179120, -0.442462, -2.037926], [0.072947, -1.935547, -0.279784], [1.801609, -1.279325, -0.018116]], "forces_ev_per_a": [[2.45, 0.68, 2.02], [-1.99, 0.08, 0.93], [-5.05, -0.26, -0.87], [-0.90, 1.43, 0.89], [-1.64, 1.05, -1.44], [0.68, 0.05, -1.93], [2.96, -2.11, -3.06], [0.88, 0.24, 1.27], [1.94, 0.51, 0.58], [1.03, -1.04, -0.38], [1.35, 0.27, 1.05], [-1.47, -0.86, -0.39], [0.31, 0.58, 1.23], [-0.56, -0.60, 0.11]], "relative_energy_kcal_mol": 158.01, "homo_ha": [-0.5679, -0.5679], "smiles": "O=[N+]1CC=NCC1", "max_force_ev_per_a": 5.1, "total_charge": 1, "homo_lumo_gap_ev": [8.39, 8.39]}

***

{"formula": "C4H7N2O", "method": "ωB97M-V/def2-TZVPD", "elements": ["C", "N", "C", "C", "C", "N", "O", "H", "H", "H", "H", "H", "H", "H"], "xyz": [[-2.336390, -1.451554, -0.451803], [-1.319577, -0.779767, 0.318253], [-0.306034, -0.195524, -0.329461], [0.557541, 0.662018, 0.267066], [1.854633, 1.161229, 0.552775], [3.035079, 1.577893, 0.177222], [1.205580, 0.956820, 1.645563], [-3.197682, -0.752074, -0.798953], [-1.918965, -1.832945, -1.397212], [-2.694339, -2.367825, 0.102236], [-1.532355, -0.670349, 1.278479], [-0.169741, -0.113711, -1.435549], [3.277381, 1.667784, -0.768904], [3.544872, 2.138006, 0.840286]], "forces_ev_per_a": [[-1.89, -0.67, -1.09], [0.15, -0.46, -2.42], [0.35, 1.54, 1.36], [2.91, 0.76, -0.35], [-1.98, -1.06, -2.29], [-1.29, 0.08, 2.27], [-0.07, 0.07, 0.95], [1.25, -1.18, 1.05], [0.09, 0.13, 0.43], [0.08, 1.25, -0.55], [0.44, 0.44, 0.90], [-0.66, -0.82, 0.92], [0.12, 0.00, -1.43], [0.49, -0.09, 0.24]], "relative_energy_kcal_mol": 80.17, "homo_ha": -0.4793, "smiles": "C/[NH+]=C/C1=C(N)O1", "max_force_ev_per_a": 3.2, "total_charge": 1, "homo_lumo_gap_ev": 8.98}

***

{"formula": "C4H7N2O", "method": "ωB97M-V/def2-TZVPD", "elements": ["O", "C", "C", "N", "C", "N", "C", "H", "H", "H", "H", "H", "H", "H"], "xyz": [[2.907324, 0.112520, -0.030817], [1.746745, 0.131300, 0.005798], [0.874510, -1.071282, -0.399339], [-0.499070, -0.844159, 0.148148], [-0.513920, 0.642447, 0.369237], [-0.173681, 1.361163, -0.789685], [0.885705, 1.218564, 0.426006], [0.916273, -1.198940, -1.511448], [1.307156, -1.973999, -0.051940], [-1.162270, -1.099396, -0.575315], [-0.898308, -1.515641, 0.875430], [-1.151772, 0.939005, 1.349783], [-0.475588, 2.254576, -0.783751], [1.122830, 2.082548, 1.039298]], "forces_ev_per_a": [[3.03, -0.24, -0.08], [-1.59, -0.48, -0.16], [0.80, -0.50, -1.31], [-0.70, -0.91, -0.65], [-1.18, 1.43, 4.67], [2.42, -3.84, 1.74], [-3.01, -0.16, -1.69], [-0.60, 0.45, 0.89], [0.31, -0.81, 0.80], [-0.28, 0.55, -0.80], [1.52, 1.49, -0.09], [0.82, -0.49, -3.02], [-1.57, 3.73, -0.10], [0.04, -0.23, -0.21]], "relative_energy_kcal_mol": 71.74, "homo_ha": -0.5364, "smiles": "O=C1C[NH2+][C@@H]2N[C@H]12", "max_force_ev_per_a": 5.0, "total_charge": 1, "homo_lumo_gap_ev": 10.78}

***

{"formula": "C4H7N2O", "method": "ωB97M-V/def2-TZVPD", "elements": ["C", "N", "N", "C", "C", "O", "C", "H", "H", "H", "H", "H", "H", "H"], "xyz": [[1.425846, 0.334390, 0.632678], [0.737125, 0.691266, -0.566714], [-0.866308, 0.421833, -0.275568], [-1.432440, -0.745291, -0.653193], [-2.710897, -0.736513, -0.114779], [-2.889277, 0.511437, 0.444346], [-1.732598, 1.150247, 0.332103], [1.552304, 0.998166, 1.386921], [0.919772, -0.434794, 1.215828], [2.337574, -0.223193, 0.370699], [0.717640, 1.637860, -1.016085], [-0.816603, -1.553365, -0.940728], [-3.500151, -1.300377, -0.305823], [-1.564676, 2.152615, 0.753706]], "forces_ev_per_a": [[0.54, -2.85, -0.65], [-4.36, -0.24, -0.67], [3.94, 1.00, -1.14], [-1.94, -1.15, 1.79], [5.00, 3.24, -1.04], [0.63, 0.00, -0.18], [-0.86, 1.38, 1.10], [0.83, 2.95, 1.72], [-0.65, -0.39, -0.66], [0.04, 0.75, -0.12], [0.36, -0.92, 1.20], [0.24, -0.60, -0.87], [-3.40, -2.47, -0.21], [-0.37, -0.70, -0.26]], "relative_energy_kcal_mol": 85.56, "homo_ha": -0.5570, "smiles": "CN[n+]1ccoc1", "max_force_ev_per_a": 6.1, "total_charge": 1, "homo_lumo_gap_ev": 11.16}

***

{"formula": "C4H7N2O", "method": "ωB97M-V/def2-TZVPD", "elements": ["C", "C", "C", "C", "N", "N", "O", "H", "H", "H", "H", "H", "H", "H"], "xyz": [[1.320329, -0.335364, -0.842163], [-0.197389, 0.026621, 1.764914], [-0.991495, 0.550912, -0.629688], [-1.154781, -0.180633, 0.684937], [0.425404, 0.660402, -0.923516], [0.947706, -1.505661, -0.519630], [0.973402, -0.079177, 1.970537], [2.413753, 0.002817, -1.122344], [-0.983866, 0.440167, 2.638315], [-1.585390, -0.000480, -1.406714], [-1.293250, 1.602354, -0.672347], [-2.144283, -0.298442, 1.109247], [0.794293, 1.476595, -1.342346], [1.475567, -2.360112, -0.709202]], "forces_ev_per_a": [[2.02, -1.54, -0.87], [-0.04, 0.22, 2.69], [1.30, -0.89, 0.13], [0.69, 1.63, -1.36], [-0.33, 0.34, 0.24], [-0.75, 0.54, 0.02], [-1.52, 0.20, -0.52], [-2.09, -0.84, 0.36], [1.61, -0.29, -1.46], [0.30, 0.28, 0.59], [-0.76, -0.15, 0.54], [-0.41, -1.17, -0.63], [-0.13, 1.03, -0.19], [0.12, 0.66, 0.45]], "relative_energy_kcal_mol": 118.48, "homo_ha": [-0.5185, -0.5220], "max_force_ev_per_a": 2.7, "total_charge": 1, "homo_lumo_gap_ev": [6.23, 6.43]}

***

{"formula": "C4H7N2O", "method": "ωB97M-V/def2-TZVPD", "elements": ["C", "C", "C", "N", "C", "N", "O", "H", "H", "H", "H", "H", "H", "H"], "xyz": [[-2.943542, 0.937801, -0.598299], [-2.134942, 0.229503, 0.199202], [-1.210400, -0.349548, 0.973079], [0.175391, -0.480969, 0.594041], [0.971537, 0.586231, 0.510452], [2.270481, 0.151966, -0.442931], [1.132493, 1.697554, 0.899545], [-3.411883, 0.396233, -1.481901], [-3.009573, 1.922209, -0.415725], [-1.431354, -1.040580, 1.702219], [0.377658, -1.436199, 0.309039], [2.651164, 1.041053, -0.532157], [1.936998, -0.140729, -1.353263], [2.711960, -0.599771, 0.112716]], "forces_ev_per_a": [[1.69, -5.67, -0.19], [0.42, 0.77, -0.47], [-1.33, 1.09, -2.23], [-0.80, 1.16, -0.08], [1.58, -0.17, -0.54], [-2.55, -2.20, 1.08], [-1.39, -1.19, -0.11], [0.51, 1.04, 1.29], [-0.77, 3.44, 0.45], [-0.89, -0.95, 1.96], [0.74, 0.61, -0.26], [2.00, 1.71, 0.12], [0.14, -0.49, -0.19], [0.65, 0.83, -0.83]], "relative_energy_kcal_mol": 73.64, "homo_ha": -0.5123, "smiles": "C=C=CNC([NH3+])=O", "max_force_ev_per_a": 5.9, "total_charge": 1, "homo_lumo_gap_ev": 10.08}

***

{"formula": "C4H7N2O", "method": "ωB97M-V/def2-TZVPD", "elements": ["C", "C", "C", "C", "N", "N", "O", "H", "H", "H", "H", "H", "H", "H"], "xyz": [[1.110440, -0.908004, -0.324695], [0.369324, 1.336548, 0.056106], [-1.015748, 0.691622, 0.258136], [-1.167540, -0.724432, 0.423664], [1.171108, 0.344023, -0.578286], [0.030791, -1.492555, 0.206228], [-1.494840, 0.121698, -0.880767], [1.864518, -1.499050, -0.720597], [0.228084, 2.307788, -0.408640], [0.799494, 1.478568, 1.026590], [-1.738746, 1.352297, 0.787902], [-2.154982, -1.080553, 0.790162], [2.065625, 0.591393, -0.983983], [-0.067530, -2.519347, 0.348177]], "forces_ev_per_a": [[2.20, -4.68, 0.62], [-1.31, -1.33, 0.91], [0.42, 3.85, 0.14], [0.65, -2.24, -1.34], [0.67, 6.36, -1.97], [-6.39, -0.44, 2.00], [-0.24, -1.29, 0.03], [0.96, -1.21, -0.50], [0.46, -0.16, -0.55], [0.30, 0.52, 1.05], [0.55, -0.51, -0.06], [1.48, -0.51, 0.04], [-0.28, 0.54, -0.17], [0.53, 1.09, -0.20]], "multiplicity": 3, "relative_energy_kcal_mol": 47.96, "homo_ha": [-0.3846, -0.5698], "max_force_ev_per_a": 6.7, "total_charge": 1, "s_squared": 2.013, "homo_lumo_gap_ev": [7.37, 7.01]}